Entry w
Entry from the OMol25 dataset: a 9-piece molecular cluster, C71H145N7O11 overall (ωB97M-V/def2-TZVPD).

Each line ends with the Mulliken charge.
Element x y z (Å)
C (3.3303, -5.3191, -3.3619)  -2.217
C (2.9406, -3.8422, -3.1939)  2.339
C (2.7025, -3.4548, -1.7197)  -1.884
C (4.0880, -2.9839, -3.7188)  -1.683
C (3.7508, -1.4593, -3.8091)  0.956
C (2.5169, -1.3290, -4.6334)  -1.503
C (1.3009, -2.1425, -4.1830)  2.437
C (0.6817, -1.5217, -2.9148)  0.259
C (0.2658, -2.1530, -5.3093)  -2.158
N (1.7189, -3.5989, -4.0198)  -0.085
O (0.6149, -4.3750, -3.5856)  -0.359
H (2.6841, -5.8767, -2.6850)  0.359
H (3.2870, -5.6177, -4.4432)  0.401
H (4.2838, -5.5519, -3.0268)  0.528
H (3.4585, -3.8345, -1.0573)  0.854
H (2.5551, -2.4095, -1.4719)  -0.361
H (1.7485, -3.8467, -1.4485)  0.756
H (4.9400, -3.1877, -2.9956)  0.422
H (4.5473, -3.4204, -4.6567)  0.253
H (3.5324, -1.2408, -2.8013)  -1.045
H (4.5983, -0.8560, -4.1160)  0.742
H (2.7255, -1.5025, -5.6839)  0.356
H (2.1504, -0.2842, -4.6278)  0.164
H (0.1080, -2.2923, -2.4143)  -0.590
H (0.0968, -0.6166, -3.1048)  -0.039
H (1.3890, -1.1730, -2.2351)  -0.243
H (-0.7503, -2.4353, -5.1177)  0.280
H (0.5238, -2.7154, -6.2472)  0.395
H (0.1469, -1.1677, -5.7373)  0.352
H (0.2212, -4.7135, -4.3724)  0.330
C (-5.0124, -1.7653, -0.8706)  -1.716
C (-4.3055, -3.1118, -0.6518)  1.883
C (-3.3595, -2.9896, 0.5385)  -0.709
C (-5.5102, -4.1117, -0.3816)  -1.267
C (-5.1689, -5.5756, -0.5238)  -0.431
C (-4.5891, -5.7626, -1.9500)  -1.451
C (-3.2994, -4.9305, -2.2112)  1.804
C (-2.1244, -5.3949, -1.3377)  -1.303
C (-2.9376, -5.0796, -3.6772)  -1.753
N (-3.7563, -3.5435, -1.9707)  -0.131
O (-2.5588, -2.7341, -2.1203)  0.943
H (-4.2412, -1.0182, -1.2282)  -0.233
H (-5.6749, -1.8846, -1.7296)  0.682
H (-5.6177, -1.4736, 0.0020)  0.341
H (-2.4143, -2.6366, 0.1454)  -0.856
H (-3.6541, -2.3951, 1.4161)  0.807
H (-2.9853, -3.9806, 0.9184)  -0.181
H (-5.8409, -3.9531, 0.6755)  0.287
H (-6.3375, -3.8463, -1.0897)  0.363
H (-4.4887, -5.9422, 0.2371)  0.286
H (-6.1892, -6.0213, -0.4698)  0.448
H (-5.3573, -5.3720, -2.6327)  0.410
H (-4.3319, -6.7997, -2.1189)  0.425
H (-1.4257, -4.5364, -1.2951)  -0.107
H (-1.6255, -6.2428, -1.8980)  0.529
H (-2.4845, -5.6579, -0.3444)  0.189
H (-3.7891, -4.6560, -4.2142)  0.428
H (-2.7465, -6.1549, -3.9206)  0.474
H (-1.9826, -4.5894, -3.9273)  -0.053
H (-2.6908, -2.3157, -3.0066)  -0.167
C (2.8101, 5.8059, -2.5918)  -1.891
C (2.9765, 4.5770, -1.6553)  1.976
C (2.7124, 5.0178, -0.1675)  -1.386
C (1.9978, 3.4545, -2.0229)  0.260
C (2.2826, 2.6897, -3.2836)  -0.263
C (3.6874, 2.1022, -3.2430)  -0.135
C (4.7406, 3.2358, -2.9357)  1.489
C (6.0669, 2.4367, -2.5883)  -1.490
C (5.0190, 4.1234, -4.1526)  -2.101
N (4.3049, 3.9217, -1.6707)  1.006
O (5.2654, 4.9637, -1.3602)  -0.595
H (3.7675, 6.3709, -2.6875)  0.306
H (2.4011, 5.6083, -3.5972)  0.282
H (2.0970, 6.4972, -2.0733)  0.485
H (3.2648, 5.8643, 0.2022)  0.498
H (1.5795, 5.1169, -0.1183)  0.362
H (3.0004, 4.2268, 0.4895)  -0.217
H (1.8811, 2.7409, -1.1330)  -1.403
H (1.0013, 3.9012, -2.2154)  0.240
H (1.6309, 1.8324, -3.4091)  -0.237
H (2.1211, 3.3517, -4.1577)  0.429
H (3.9558, 1.6202, -4.1836)  0.868
H (3.8230, 1.2814, -2.4847)  -0.988
H (6.1353, 1.9580, -1.6167)  0.264
H (6.8815, 3.1543, -2.5756)  0.406
H (6.2326, 1.6510, -3.3180)  0.304
H (5.5735, 5.0079, -3.9351)  0.419
H (4.0774, 4.4709, -4.4651)  0.383
H (5.4162, 3.4667, -4.9485)  0.465
H (5.8307, 4.6073, -0.6532)  0.325
C (-2.5862, 1.3337, 6.3315)  -1.833
C (-3.7092, 1.8184, 5.4356)  2.135
C (-3.3386, 3.3044, 5.1292)  -1.275
C (-3.7694, 0.9896, 4.1313)  0.411
C (-5.0575, 1.1262, 3.3457)  -0.621
C (-6.1732, 0.6909, 4.2504)  -1.700
C (-6.2732, 1.6331, 5.4569)  1.776
C (-6.7477, 3.0438, 4.8676)  -1.772
C (-7.3812, 1.0689, 6.4220)  -1.832
N (-4.9981, 1.6070, 6.2164)  0.072
O (-5.1227, 2.6382, 7.2664)  -0.513
H (-1.6584, 1.3902, 5.7870)  0.020
H (-2.5647, 1.9523, 7.2541)  0.664
H (-2.8332, 0.2962, 6.6288)  0.262
H (-4.1109, 3.9074, 4.5869)  0.210
H (-3.0328, 3.8338, 6.0329)  0.444
H (-2.3356, 3.2628, 4.7298)  -0.075
H (-2.8346, 1.2135, 3.5874)  -0.599
H (-3.7664, -0.0235, 4.4430)  -0.160
H (-5.2497, 2.1596, 3.0735)  0.154
H (-5.0551, 0.5444, 2.4842)  0.419
H (-6.0517, -0.3321, 4.5873)  0.419
H (-7.1554, 0.7240, 3.7505)  0.512
H (-7.8526, 3.1183, 4.7724)  0.432
H (-6.1942, 3.2272, 3.9300)  0.331
H (-6.3380, 3.7785, 5.5302)  0.431
H (-6.8734, 0.5360, 7.2140)  0.400
H (-8.1124, 0.4304, 5.9545)  0.419
H (-7.9842, 1.9162, 6.8112)  0.351
H (-4.7476, 2.1997, 8.0601)  0.344
C (-1.9242, 4.5466, -6.1603)  -1.863
C (-1.8512, 3.2430, -5.2494)  1.862
C (-0.9210, 2.1360, -5.8888)  -1.254
C (-1.4611, 3.5279, -3.8084)  -0.647
C (-1.7145, 2.4558, -2.8179)  2.309
C (-3.2014, 2.0959, -2.8475)  -1.012
C (-3.6447, 1.7162, -4.2211)  1.850
C (-3.1640, 0.3058, -4.5529)  -1.204
C (-5.1157, 1.6577, -4.3487)  -2.052
N (-3.2469, 2.8356, -5.1022)  -0.045
O (-3.7204, 2.3292, -6.3921)  -0.504
H (-0.9400, 5.1282, -6.1251)  0.307
H (-2.0929, 4.3106, -7.2157)  0.479
H (-2.6829, 5.2799, -5.7880)  0.420
H (-0.7104, 1.3245, -5.2249)  -0.272
H (-1.5151, 1.8367, -6.7846)  0.441
H (0.0711, 2.5053, -6.2375)  0.401
H (-0.3416, 3.6604, -3.8721)  -0.473
H (-1.8555, 4.5085, -3.6158)  0.514
H (-1.2250, 1.4882, -2.9807)  -1.377
H (-1.4068, 2.6940, -1.7600)  0.146
H (-3.7341, 2.9446, -2.4779)  0.776
H (-3.4667, 1.2777, -2.2123)  -1.001
H (-2.9379, 0.3299, -5.5912)  0.500
H (-3.9275, -0.3832, -4.2657)  0.638
H (-2.2990, -0.0163, -3.9723)  -0.571
H (-5.5698, 2.6505, -4.3124)  0.468
H (-5.6124, 1.1074, -3.5269)  0.323
H (-5.4680, 1.1730, -5.1968)  0.477
H (-4.0856, 3.0696, -6.8222)  0.384
C (5.0341, 1.1704, 3.4822)  -0.556
C (6.2557, 1.4237, 2.4744)  1.568
C (6.6802, 2.8608, 2.4674)  -1.937
C (7.4963, 0.5669, 2.8596)  -1.314
C (7.1974, -0.9266, 2.7793)  -0.419
C (6.9220, -1.2010, 1.3458)  -1.751
C (5.7453, -0.4587, 0.8098)  2.328
C (5.6578, -0.7533, -0.6624)  -1.337
C (4.4415, -1.0682, 1.4146)  -3.040
N (5.8949, 0.9940, 1.0465)  -0.451
O (4.6696, 1.5887, 0.5936)  1.227
H (4.2319, 1.8654, 3.4463)  -0.337
H (4.7078, 0.1637, 3.2854)  0.112
H (5.4581, 1.2160, 4.5204)  0.381
H (5.7913, 3.4119, 2.1035)  0.179
H (6.9740, 3.2108, 3.4305)  0.476
H (7.5628, 2.9544, 1.7725)  0.371
H (8.1904, 0.8309, 2.0305)  0.407
H (7.9140, 0.9515, 3.8157)  0.384
H (8.1843, -1.4042, 3.0358)  0.430
H (6.4309, -1.2833, 3.5322)  0.252
H (6.7586, -2.2226, 1.0699)  0.395
H (7.8673, -0.9574, 0.7484)  0.431
H (4.8712, -0.2096, -1.1993)  -0.575
H (5.4308, -1.8131, -0.6868)  0.493
H (6.6584, -0.5163, -1.0405)  0.712
H (3.6081, -0.3681, 1.3157)  0.553
H (4.3926, -1.3609, 2.4359)  0.752
H (4.2258, -2.0119, 0.8698)  0.584
H (4.8917, 1.8876, -0.3244)  -0.406
C (1.5334, -2.2095, 3.1477)  -0.767
C (0.4136, -2.9227, 2.4174)  1.427
C (0.4271, -2.6128, 0.8968)  -0.278
C (0.7920, -4.4203, 2.5520)  -1.138
C (0.6608, -4.7762, 4.0425)  -0.905
C (-0.7282, -4.4005, 4.5222)  -1.348
C (-1.2763, -2.9864, 4.2887)  1.962
C (-2.7939, -3.1149, 4.3360)  -1.108
C (-0.7003, -2.0802, 5.3633)  -1.401
N (-0.9359, -2.6715, 2.9076)  0.054
O (-1.3186, -1.2987, 2.5816)  2.858
H (2.6389, -2.3849, 2.7942)  -0.155
H (1.3098, -1.1342, 2.9836)  -0.444
H (1.5910, -2.4168, 4.2338)  0.292
H (-0.1120, -3.3957, 0.4141)  -0.159
H (0.0050, -1.6229, 0.6439)  -0.784
H (1.4448, -2.7120, 0.5426)  -0.097
H (0.2196, -5.0827, 1.8431)  0.231
H (1.8273, -4.5628, 2.2277)  0.436
H (0.9014, -5.7671, 4.3385)  0.600
H (1.3984, -4.2149, 4.5812)  0.353
H (-0.8287, -4.6395, 5.6003)  0.409
H (-1.4525, -5.0336, 3.9522)  0.403
H (-3.2952, -3.6488, 5.1980)  0.387
H (-3.1583, -3.6128, 3.4584)  0.143
H (-3.3168, -2.1560, 4.3508)  -0.209
H (-0.4318, -1.0981, 5.0085)  -0.270
H (0.2087, -2.5642, 5.7631)  0.402
H (-1.3851, -1.9257, 6.1860)  0.544
H (-0.7888, -0.6541, 3.0767)  -0.719
O (0.2151, 0.9065, 2.8671)  -0.235
C (0.5822, 1.9742, 3.2519)  -0.947
C (1.3837, 3.0085, 2.5577)  2.111
C (1.7380, 3.9315, 3.6782)  -0.538
C (0.6204, 3.7258, 4.7008)  -0.616
O (0.2201, 2.3609, 4.5099)  -0.494
H (2.2299, 2.5835, 2.0390)  -0.850
H (0.7266, 3.4231, 1.7714)  -0.316
H (2.6963, 3.6308, 4.1562)  0.254
H (2.0178, 4.9490, 3.4030)  0.371
H (0.9684, 3.7654, 5.7338)  0.425
H (-0.2773, 4.3540, 4.5849)  0.281
O (-2.1849, 3.5227, 1.2292)  -0.684
C (-1.7915, 2.5555, 0.6766)  0.450
C (-2.6279, 1.2679, 0.3958)  -0.408
C (-1.6691, 0.2356, -0.2933)  1.430
C (-0.3316, 0.9411, -0.0723)  -0.042
O (-0.5656, 2.3391, 0.2629)  -0.564
H (-2.8060, 0.8439, 1.3375)  -0.689
H (-3.5669, 1.4280, -0.0970)  0.934
H (-1.7436, -0.7730, 0.1215)  -0.262
H (-1.8096, 0.1981, -1.4052)  -0.462
H (0.2210, 0.5246, 0.7061)  0.923
H (0.2416, 1.0947, -0.9591)  -0.562

## Properties
SMILES   CC1(C)CCCC(C)(C)N1O.CC1(C)CCCC(C)(C)N1O.CC1(C)CCCC(C)(C)N1O.CC1(C)CCCC(C)(C)N1O.CC1(C)CCCC(C)(C)N1O.CC1(C)CCCC(C)(C)N1O.CC1(C)CCCC(C)(C)N1O.O=C1CCCO1.O=C1CCCO1
Net charge   0
Kohn-Sham gap   8.964 eV

=====

Entry x
Entry from the OMol25 dataset: a 9-piece molecular cluster, C71H145N7O11 overall (ωB97M-V/def2-TZVPD).

Each line ends with the Mulliken charge.
Element x y z (Å)
C (8.3876, 0.2713, 3.4191)  -1.514
C (9.1207, 0.1290, 4.8222)  1.498
C (10.3095, -0.8009, 4.7016)  -2.021
C (9.8108, 1.4744, 5.1167)  -1.104
C (8.8338, 2.5232, 5.6576)  -0.813
C (8.0414, 2.0754, 6.9041)  -1.050
C (7.3327, 0.7583, 6.6628)  1.480
C (6.8157, 0.2889, 8.0077)  -1.978
C (6.0563, 0.9254, 5.7733)  -1.615
N (8.2774, -0.1999, 6.0313)  0.233
O (7.7660, -1.4799, 5.8614)  -0.490
H (9.0538, 0.3987, 2.5658)  0.404
H (7.7054, -0.5715, 3.3078)  0.351
H (7.7237, 1.1308, 3.5125)  0.297
H (10.7999, -1.0226, 5.6495)  0.473
H (9.9361, -1.7730, 4.3795)  0.418
H (11.1514, -0.5101, 4.0734)  0.363
H (10.6901, 1.4195, 5.7586)  0.423
H (10.2158, 1.9335, 4.2149)  0.399
H (9.4458, 3.3888, 5.9112)  0.382
H (8.1394, 2.8708, 4.8926)  0.337
H (7.2618, 2.8015, 7.1344)  0.442
H (8.8032, 1.9983, 7.6799)  0.361
H (7.5483, 0.0787, 8.7870)  0.444
H (6.1841, -0.5990, 7.9771)  0.421
H (6.2404, 1.0792, 8.4899)  0.408
H (6.3100, 1.4893, 4.8756)  0.338
H (5.3022, 1.5506, 6.2515)  0.446
H (5.6064, -0.0287, 5.4989)  0.324
H (8.0758, -1.9829, 6.6181)  0.344
C (5.7329, -8.5615, -5.5150)  -1.689
C (5.7130, -8.8917, -3.9534)  1.198
C (5.8541, -10.4344, -3.7515)  -1.592
C (7.0339, -8.2853, -3.2928)  -1.011
C (7.0886, -8.0500, -1.8094)  -0.837
C (5.8080, -7.1993, -1.3665)  -1.069
C (4.4470, -7.8776, -1.8772)  1.216
C (4.1677, -9.1413, -0.9835)  -1.614
C (3.3228, -6.7758, -1.7762)  -1.910
N (4.5218, -8.2881, -3.3010)  0.352
O (3.4027, -8.8331, -3.7975)  -0.492
H (5.8861, -7.4904, -5.6471)  0.411
H (6.6191, -9.0323, -5.9406)  0.400
H (4.8751, -8.8827, -6.1060)  0.341
H (6.7951, -10.8300, -4.1339)  0.445
H (5.7013, -10.6874, -2.7023)  0.348
H (4.9983, -10.8670, -4.2697)  0.383
H (7.7719, -9.0743, -3.4373)  0.351
H (7.4356, -7.4341, -3.8424)  0.392
H (7.1073, -8.9980, -1.2719)  0.377
H (8.0214, -7.6142, -1.4516)  0.420
H (5.9051, -6.2886, -1.9576)  0.389
H (5.8716, -6.9443, -0.3086)  0.455
H (5.1084, -9.6898, -1.0333)  0.276
H (3.3650, -9.7126, -1.4497)  0.349
H (3.9384, -8.8021, 0.0267)  0.441
H (2.3470, -7.2089, -1.9957)  0.484
H (3.5080, -5.9964, -2.5154)  0.415
H (3.1539, -6.3906, -0.7706)  0.385
H (2.9089, -8.0414, -4.0232)  0.387
C (-7.9222, -11.2539, -0.6487)  -1.873
C (-6.9692, -10.1499, -1.2095)  1.378
C (-5.5155, -10.6254, -1.0631)  -1.665
C (-7.3870, -10.0194, -2.7806)  -1.115
C (-7.0280, -8.6625, -3.4194)  -0.761
C (-7.5597, -7.5224, -2.5652)  -1.074
C (-7.0333, -7.5409, -1.0844)  1.267
C (-5.5250, -7.0223, -1.1252)  -1.674
C (-7.9075, -6.4963, -0.3546)  -1.897
N (-7.1745, -8.8797, -0.5212)  0.411
O (-6.7940, -8.9215, 0.7560)  -0.517
H (-7.6307, -11.5698, 0.3530)  0.394
H (-8.9705, -10.9580, -0.6906)  0.427
H (-7.7500, -12.1161, -1.2929)  0.409
H (-5.2170, -11.6127, -1.4156)  0.435
H (-4.7938, -9.9262, -1.4852)  0.315
H (-5.1638, -10.7808, -0.0431)  0.383
H (-6.8221, -10.7820, -3.3167)  0.388
H (-8.4425, -10.2002, -2.9841)  0.421
H (-5.9579, -8.6781, -3.6258)  0.350
H (-7.4179, -8.8332, -4.4229)  0.370
H (-8.6460, -7.5986, -2.5191)  0.400
H (-7.3146, -6.6058, -3.1018)  0.461
H (-4.8733, -7.5790, -1.7985)  0.336
H (-4.9771, -7.1456, -0.1910)  0.372
H (-5.5364, -6.0272, -1.5698)  0.428
H (-8.9579, -6.7871, -0.3431)  0.435
H (-7.7985, -5.5411, -0.8682)  0.365
H (-7.5287, -6.3235, 0.6528)  0.468
H (-7.6140, -8.7800, 1.2347)  0.362
C (7.7899, 7.2381, -4.2729)  -1.555
C (8.2968, 7.4171, -2.7367)  1.629
C (7.0433, 7.5886, -1.9590)  -2.042
C (8.9721, 6.1577, -2.2838)  -1.268
C (10.4389, 5.9816, -2.7492)  -0.802
C (11.2818, 7.2365, -2.4868)  -0.966
C (10.5688, 8.6094, -2.9189)  1.340
C (11.2470, 9.7409, -2.1119)  -1.890
C (10.6488, 8.7160, -4.4807)  -1.643
N (9.1337, 8.5830, -2.5724)  0.113
O (8.4995, 9.7383, -2.9635)  -0.459
H (8.4696, 6.6776, -4.9148)  0.305
H (6.7408, 6.9970, -4.4448)  0.440
H (7.7738, 8.2219, -4.7419)  0.400
H (7.2277, 7.7627, -0.8989)  0.458
H (6.4404, 8.3577, -2.4417)  0.411
H (6.5120, 6.6371, -1.9817)  0.429
H (8.9635, 6.0679, -1.1976)  0.434
H (8.3971, 5.3318, -2.7025)  0.389
H (10.8620, 5.1030, -2.2623)  0.386
H (10.4659, 5.6436, -3.7851)  0.365
H (12.2159, 7.0587, -3.0196)  0.412
H (11.4016, 7.3234, -1.4069)  0.389
H (12.3209, 9.6462, -2.2727)  0.395
H (11.1146, 9.7256, -1.0300)  0.407
H (10.9660, 10.7589, -2.3818)  0.377
H (10.3966, 7.8050, -5.0234)  0.316
H (11.7090, 8.8950, -4.6597)  0.460
H (10.0602, 9.5615, -4.8367)  0.447
H (8.6159, 9.5998, -3.9063)  0.324
C (3.0790, 2.2418, -10.3016)  -1.951
C (3.3413, 0.7706, -10.1111)  1.779
C (2.2124, -0.1222, -10.7544)  -1.779
C (4.6429, 0.4875, -10.8182)  -1.367
C (5.3200, -0.8611, -10.5372)  -0.736
C (5.3993, -1.0530, -9.0006)  -1.362
C (4.0809, -0.7358, -8.1534)  1.509
C (3.1512, -1.9964, -8.3391)  -1.593
C (4.6185, -0.5748, -6.7869)  -1.877
N (3.4903, 0.5006, -8.6373)  0.258
O (2.3190, 0.8293, -7.8412)  -0.459
H (2.0182, 2.3720, -10.0873)  0.443
H (3.7715, 2.7653, -9.6424)  0.436
H (3.3153, 2.4264, -11.3495)  0.418
H (1.3865, -0.2551, -10.0555)  0.384
H (1.8697, 0.4225, -11.6341)  0.448
H (2.4755, -1.1329, -11.0666)  0.308
H (4.5972, 0.6880, -11.8886)  0.448
H (5.3537, 1.2012, -10.4018)  0.438
H (4.6832, -1.6295, -10.9757)  0.279
H (6.2974, -0.9565, -11.0101)  0.440
H (6.2546, -0.5565, -8.5422)  0.453
H (5.5043, -2.1289, -8.8609)  0.433
H (3.2885, -2.6713, -7.4943)  0.421
H (3.4115, -2.6218, -9.1930)  0.322
H (2.0905, -1.7465, -8.3651)  0.303
H (5.0324, -1.5690, -6.6188)  0.447
H (3.8792, -0.3237, -6.0262)  0.361
H (5.3120, 0.2613, -6.6970)  0.461
H (2.5491, 1.7051, -7.5225)  0.333
C (-6.3309, 1.3403, 8.9162)  -1.751
C (-5.6945, 2.4935, 9.8131)  1.229
C (-6.6597, 3.7128, 9.6739)  -1.843
C (-5.6695, 2.0547, 11.2745)  -1.020
C (-4.5032, 1.2037, 11.6195)  -0.744
C (-3.1737, 1.8985, 11.1830)  -1.122
C (-3.1019, 2.3708, 9.6847)  1.415
C (-1.9649, 3.4342, 9.6136)  -1.809
C (-2.7426, 1.0856, 8.7938)  -1.571
N (-4.4090, 2.8978, 9.2632)  0.307
O (-4.3956, 3.3668, 7.9547)  -0.455
H (-5.8921, 0.3630, 9.1173)  0.302
H (-7.3926, 1.2570, 9.1483)  0.471
H (-6.3723, 1.5752, 7.8526)  0.466
H (-6.3098, 4.5982, 10.2046)  0.433
H (-6.7728, 3.9150, 8.6088)  0.396
H (-7.6514, 3.4602, 10.0492)  0.397
H (-5.6036, 2.9687, 11.8647)  0.390
H (-6.5739, 1.5245, 11.5728)  0.388
H (-4.4930, 1.0304, 12.6956)  0.375
H (-4.6591, 0.2246, 11.1665)  0.325
H (-2.4765, 1.0644, 11.2628)  0.354
H (-2.7608, 2.6603, 11.8441)  0.383
H (-1.9614, 3.6820, 8.5521)  0.410
H (-0.9820, 3.0686, 9.9108)  0.344
H (-2.1785, 4.2568, 10.2960)  0.441
H (-2.6686, 1.2795, 7.7237)  0.359
H (-3.4974, 0.3129, 8.9397)  0.359
H (-1.8631, 0.5640, 9.1714)  0.422
H (-4.7002, 2.6406, 7.4057)  0.352
C (-16.3069, 1.4425, 3.9559)  -1.815
C (-15.2871, 1.4664, 2.7998)  1.718
C (-14.7254, 0.0266, 2.6027)  -1.913
C (-16.0222, 1.9183, 1.5003)  -1.150
C (-15.1359, 2.3797, 0.3605)  -0.745
C (-14.0923, 3.3427, 0.8200)  -0.973
C (-13.2706, 2.8917, 2.0872)  1.150
C (-12.1413, 1.9202, 1.6908)  -1.532
C (-12.4513, 4.1666, 2.5471)  -1.880
N (-14.2054, 2.4624, 3.1676)  0.202
O (-13.5528, 2.1873, 4.3870)  -0.485
H (-17.0019, 0.6149, 3.8140)  0.383
H (-15.9263, 1.3519, 4.9733)  0.365
H (-16.7993, 2.4108, 3.8667)  0.434
H (-15.5459, -0.6856, 2.6893)  0.501
H (-14.3188, -0.2127, 1.6200)  0.418
H (-14.0966, -0.2411, 3.4518)  0.370
H (-16.5594, 1.0688, 1.0786)  0.350
H (-16.7606, 2.7199, 1.5155)  0.409
H (-14.7048, 1.5859, -0.2496)  0.336
H (-15.6715, 2.9224, -0.4185)  0.427
H (-14.5556, 4.2911, 1.0920)  0.350
H (-13.3560, 3.5023, 0.0322)  0.419
H (-11.4001, 1.7451, 2.4705)  0.337
H (-11.7430, 2.2557, 0.7332)  0.406
H (-12.6891, 1.0031, 1.4742)  0.340
H (-12.0308, 4.0150, 3.5412)  0.412
H (-13.1503, 4.9757, 2.7590)  0.454
H (-11.6526, 4.4246, 1.8517)  0.370
H (-13.8063, 2.8888, 4.9914)  0.341
O (-2.9985, 1.4539, 1.3819)  -0.527
C (-2.0535, 1.5560, 0.7152)  0.495
C (-0.9992, 2.6406, 0.7839)  -0.315
C (0.0955, 1.9263, 0.1612)  -0.499
C (-0.6755, 1.1191, -0.9358)  -0.438
O (-1.7429, 0.6380, -0.1944)  -0.341
H (-1.2702, 3.5624, 0.2692)  0.285
H (-0.6511, 2.8377, 1.7978)  0.225
H (0.8387, 2.6241, -0.2246)  0.313
H (0.5520, 1.2305, 0.8652)  0.266
H (-1.0400, 1.6308, -1.8265)  0.258
H (-0.0963, 0.2991, -1.3605)  0.279
O (-0.7930, 7.4750, -4.4600)  -0.588
C (-1.4815, 8.3887, -3.9977)  0.562
C (-1.1450, 9.8827, -3.9682)  -0.470
C (-1.9264, 10.3397, -2.7515)  -0.455
C (-3.2032, 9.5372, -2.8949)  -0.384
O (-2.6663, 8.2397, -3.3320)  -0.343
H (-0.1062, 10.2108, -3.9341)  0.302
H (-1.5887, 10.3260, -4.8597)  0.257
H (-1.3855, 9.9984, -1.8689)  0.262
H (-2.0053, 11.4245, -2.6803)  0.329
H (-3.8512, 9.3638, -2.0357)  0.281
H (-3.8385, 9.8767, -3.7130)  0.245

## Properties
SMILES   CC1(C)CCCC(C)(C)N1O.CC1(C)CCCC(C)(C)N1O.CC1(C)CCCC(C)(C)N1O.CC1(C)CCCC(C)(C)N1O.CC1(C)CCCC(C)(C)N1O.CC1(C)CCCC(C)(C)N1O.CC1(C)CCCC(C)(C)N1O.O=C1CCCO1.O=C1CCCO1
Net charge   0
Kohn-Sham gap   8.251 eV

=====

In order of decreasing stability: entry w, entry x.